# 1
{"formula": "C33H40F3N3O2RhS2", "method": "wB97M-V/def2-TZVPD", "gap_ev": [4.81, 4.79], "total_charge": -1, "e_tot_ev": -76268.8611, "e_lumo_ev": [-0.099, -0.104], "symbols": ["Rh", "C", "C", "C", "C", "C", "C", "C", "N", "C", "C", "C", "C", "C", "C", "O", "C", "C", "C", "C", "C", "C", "C", "C", "C", "O", "C", "C", "C", "C", "C", "C", "H", "H", "H", "H", "H", "H", "H", "H", "H", "H", "H", "H", "H", "H", "H", "H", "H", "H", "H", "H", "H", "H", "H", "H", "H", "H", "H", "H", "H", "H", "H", "H", "H", "H", "H", "H", "H", "H", "H", "H", "S", "C", "S", "C", "C", "N", "C", "N", "F", "C", "F", "F"], "xyz": [[-2.583, -0.492, -0.937], [3.211, 2.698, 2.051], [1.970, 3.520, 2.413], [1.837, 3.533, 3.943], [2.149, 4.956, 1.901], [0.706, 2.933, 1.805], [0.733, 1.923, 0.874], [-0.464, 1.404, 0.350], [-0.513, 0.464, -0.582], [0.401, -0.474, -0.938], [1.559, -0.257, -1.664], [2.407, -1.317, -1.944], [2.094, -2.572, -1.411], [0.935, -2.866, -0.720], [-0.022, -1.821, -0.563], [-1.214, -1.960, -0.143], [0.747, -4.284, -0.197], [0.650, -5.253, -1.386], [1.958, -4.649, 0.679], [-0.510, -4.455, 0.656], [3.657, -1.158, -2.789], [3.565, -2.137, -3.969], [4.894, -1.476, -1.937], [3.804, 0.261, -3.344], [-1.746, 1.809, 0.907], [-2.771, 1.103, 0.662], [-1.750, 2.940, 1.783], [-0.546, 3.455, 2.194], [-3.084, 3.505, 2.243], [-3.976, 3.751, 1.019], [-3.749, 2.481, 3.174], [-2.930, 4.832, 2.998], [4.079, 3.084, 2.581], [3.077, 1.656, 2.333], [3.417, 2.751, 0.984], [2.760, 3.885, 4.401], [1.032, 4.187, 4.265], [1.629, 2.530, 4.310], [3.021, 5.419, 2.362], [2.284, 4.954, 0.821], [1.273, 5.558, 2.132], [1.654, 1.499, 0.509], [1.777, 0.745, -1.996], [2.801, -3.373, -1.562], [1.560, -5.254, -1.982], [0.476, -6.265, -1.026], [-0.178, -4.972, -2.033], [2.885, -4.657, 0.111], [2.061, -3.928, 1.488], [1.822, -5.638, 1.112], [-1.405, -4.267, 0.073], [-0.554, -5.475, 1.036], [-0.506, -3.770, 1.499], [3.567, -3.168, -3.625], [2.646, -1.967, -4.525], [4.408, -2.003, -4.644], [4.841, -2.482, -1.531], [5.796, -1.398, -2.539], [4.968, -0.775, -1.109], [2.944, 0.528, -3.955], [3.910, 0.985, -2.539], [4.694, 0.323, -3.966], [-0.557, 4.294, 2.868], [-4.249, 2.809, 0.556], [-4.888, 4.266, 1.312], [-3.454, 4.360, 0.283], [-3.875, 1.536, 2.653], [-3.129, 2.319, 4.055], [-4.727, 2.839, 3.493], [-2.417, 5.571, 2.385], [-3.915, 5.225, 3.243], [-2.385, 4.696, 3.931], [-4.383, -2.249, -0.176], [-3.972, -2.969, -1.665], [-2.938, -2.000, -2.663], [-4.447, -4.188, -2.127], [-5.306, -5.018, -1.400], [-6.002, -5.748, -0.844], [-4.086, -4.650, -3.401], [-3.807, -5.036, -4.449], [-4.008, 0.706, -3.175], [-3.678, 0.896, -1.863], [-3.063, 2.115, -1.875], [-4.872, 1.114, -1.255]], "atomic_forces_ev_per_a": [[-0.754, -0.621, 1.761], [-0.230, 0.133, 0.024], [0.216, -0.008, 0.080], [-0.024, -0.024, -0.162], [-0.048, -0.204, 0.039], [1.149, -1.251, -1.079], [0.862, 1.087, 1.004], [0.059, -1.013, -1.810], [-2.320, 0.289, 0.840], [0.701, -1.027, -0.329], [0.802, -0.133, 0.427], [-0.081, 0.611, 0.046], [-0.358, 0.104, 0.236], [0.330, 0.158, 0.077], [-0.237, 0.937, -0.834], [-0.415, -0.229, 0.555], [-0.089, -0.236, -0.041], [-0.020, 0.100, 0.160], [-0.159, 0.062, -0.137], [-0.021, -0.042, -0.088], [0.044, -0.024, -0.139], [0.108, 0.169, 0.077], [-0.135, 0.051, -0.157], [-0.006, -0.265, 0.076], [-1.180, -1.399, -0.808], [1.392, 0.205, 0.184], [0.234, 1.177, 0.768], [-1.685, -0.174, -0.189], [-0.218, 0.169, 0.093], [0.011, -0.140, 0.028], [0.070, -0.005, -0.103], [0.075, -0.295, -0.128], [0.067, 0.075, 0.033], [0.041, -0.116, 0.004], [0.058, -0.055, -0.126], [0.082, 0.048, 0.019], [-0.090, 0.075, 0.118], [-0.010, -0.107, 0.094], [0.069, 0.051, 0.047], [0.018, 0.041, -0.108], [-0.069, 0.146, 0.023], [0.127, -0.028, 0.017], [0.007, 0.150, -0.118], [0.074, -0.140, -0.087], [0.141, 0.012, -0.087], [-0.016, -0.156, 0.029], [-0.111, 0.014, -0.073], [0.137, -0.002, -0.051], [0.033, 0.049, 0.114], [-0.034, -0.139, 0.046], [-0.104, 0.011, 0.046], [0.085, -0.148, 0.042], [-0.077, 0.073, 0.101], [-0.024, -0.136, 0.005], [-0.086, -0.005, -0.073], [0.158, -0.005, -0.112], [0.027, -0.122, 0.078], [0.172, -0.002, -0.086], [0.027, 0.053, 0.116], [-0.088, 0.095, -0.063], [-0.018, 0.134, 0.065], [0.109, -0.010, -0.075], [-0.035, 0.106, 0.092], [-0.067, 0.040, -0.126], [-0.079, 0.076, 0.084], [0.009, 0.099, -0.108], [-0.085, -0.065, 0.063], [0.010, -0.030, 0.121], [-0.088, 0.050, 0.036], [0.071, 0.122, -0.022], [-0.070, -0.021, 0.010], [0.086, 0.063, 0.113], [1.254, 1.730, -0.683], [-0.110, -0.341, -0.747], [0.401, 0.095, 0.572], [0.434, 0.783, 0.274], [-0.412, -0.331, 0.493], [-0.200, -0.106, 0.209], [0.210, -0.169, -0.561], [0.109, -0.110, -0.300], [0.195, -0.118, 0.164], [-0.610, -0.230, -0.443], [0.367, 0.272, 0.131], [-0.169, 0.068, 0.216]], "mulliken_charge": [-0.0275, -2.1955, 1.9085, -1.6861, -1.6731, -0.7596, -0.0112, -0.5525, -0.4208, -1.0251, 0.3153, -0.3126, -0.6381, -0.4386, 2.2013, -1.0313, 2.1477, -1.6663, -1.8112, -1.9989, 2.1110, -1.6740, -1.6393, -2.1068, 1.1247, -0.9086, -0.5775, 0.0055, 2.1681, -1.6078, -1.6293, -2.1894, 0.4497, 0.4557, 0.3893, 0.4677, 0.3599, 0.3682, 0.4546, 0.3530, 0.3301, 0.8146, 0.7187, 0.3378, 0.2943, 0.4697, 0.3618, 0.3162, 0.3878, 0.4562, 0.2880, 0.4902, 0.4004, 0.3175, 0.3481, 0.4784, 0.3028, 0.4697, 0.3156, 0.3927, 0.3147, 0.4613, 0.5148, 0.2785, 0.4598, 0.3239, 0.2863, 0.3384, 0.4410, 0.4158, 0.4463, 0.3873, -0.2212, 0.9315, -0.2839, 0.3581, -0.0253, -0.5765, -0.0865, -0.5816, -0.2835, 0.6754, -0.2728, -0.2914]}



# 2
{"formula": "C33H40F6N6O3SSiZr", "method": "wB97M-V/def2-TZVPD", "gap_ev": 5.88, "total_charge": 2, "e_tot_ev": -86248.7547, "e_lumo_ev": -5.929, "symbols": ["Zr", "C", "C", "N", "C", "C", "S", "C", "C", "N", "H", "H", "H", "H", "H", "H", "H", "H", "H", "H", "H", "H", "H", "H", "C", "O", "C", "C", "C", "C", "C", "C", "C", "N", "C", "C", "N", "C", "C", "C", "C", "N", "C", "C", "N", "C", "C", "C", "C", "H", "H", "H", "H", "H", "H", "H", "H", "H", "H", "H", "H", "H", "H", "C", "C", "O", "C", "F", "F", "F", "C", "F", "F", "F", "H", "H", "H", "C", "Si", "C", "C", "O", "H", "H", "H", "H", "H", "H", "H", "H", "H"], "xyz": [[-0.009, -0.023, 0.297], [1.997, -2.083, -1.462], [2.104, -0.715, -2.112], [0.825, 0.046, -2.064], [-0.062, -0.260, -3.205], [-0.771, -1.606, -3.084], [-1.439, -1.913, -1.418], [-0.650, -3.476, -0.934], [0.509, -3.321, 0.046], [1.258, -2.070, -0.172], [1.498, -2.783, -2.127], [3.003, -2.483, -1.313], [2.852, -0.113, -1.609], [2.420, -0.844, -3.151], [1.091, 1.023, -2.170], [-0.791, 0.543, -3.275], [0.506, -0.248, -4.139], [-1.595, -1.635, -3.796], [-0.113, -2.431, -3.345], [-1.427, -4.099, -0.493], [-0.355, -3.971, -1.858], [0.136, -3.293, 1.065], [1.167, -4.191, -0.044], [1.953, -2.016, 0.567], [-4.375, 13.036, -1.603], [-3.848, 12.492, -0.396], [-3.548, 11.186, -0.363], [-3.051, 10.710, 0.856], [-2.712, 9.386, 0.990], [-2.855, 8.498, -0.083], [-3.354, 8.980, -1.289], [-3.700, 10.312, -1.439], [-2.504, 7.089, 0.023], [-2.745, 6.166, -0.887], [-2.229, 5.016, -0.374], [-1.674, 5.222, 0.872], [-1.863, 6.558, 1.118], [-1.154, 4.165, 1.666], [-0.781, 4.268, 3.018], [-0.404, 3.142, 3.694], [-0.313, 1.928, 3.003], [-0.608, 1.806, 1.720], [-1.086, 2.896, 1.064], [-1.671, 2.661, -0.231], [-1.720, 1.364, -0.665], [-2.519, 1.101, -1.693], [-3.209, 2.077, -2.414], [-3.065, 3.393, -2.061], [-2.304, 3.703, -0.924], [-4.550, 14.087, -1.401], [-5.317, 12.554, -1.869], [-3.658, 12.935, -2.421], [-2.950, 11.403, 1.679], [-2.349, 9.055, 1.956], [-3.470, 8.300, -2.122], [-4.084, 10.656, -2.387], [-1.537, 7.088, 1.908], [-0.830, 5.220, 3.530], [-0.148, 3.170, 4.743], [0.014, 1.041, 3.518], [-2.646, 0.064, -1.964], [-3.844, 1.773, -3.235], [-3.562, 4.191, -2.598], [4.326, 0.658, 0.604], [2.980, 0.854, 1.299], [1.933, 0.590, 0.423], [2.897, 2.321, 1.851], [2.467, 2.368, 3.123], [2.048, 3.053, 1.112], [4.080, 2.928, 1.814], [2.841, -0.194, 2.435], [1.516, -0.340, 2.742], [3.508, 0.064, 3.539], [3.232, -1.408, 1.992], [4.437, 1.407, -0.177], [4.360, -0.334, 0.161], [5.161, 0.763, 1.295], [-1.480, -3.487, 3.083], [-2.090, -1.791, 2.629], [-2.105, -0.685, 4.121], [-3.746, -1.843, 1.790], [-1.027, -1.123, 1.477], [-2.080, -3.860, 3.918], [-0.441, -3.483, 3.420], [-1.585, -4.213, 2.274], [-2.786, -1.109, 4.865], [-2.465, 0.320, 3.893], [-1.124, -0.615, 4.596], [-4.515, -2.218, 2.470], [-3.739, -2.497, 0.915], [-4.055, -0.846, 1.466]], "atomic_forces_ev_per_a": [[-0.332, -0.538, -0.660], [0.004, -0.084, 0.043], [-0.019, 0.046, -0.069], [0.089, 0.026, 0.070], [0.005, 0.021, 0.016], [0.038, 0.003, -0.095], [0.046, 0.176, 0.172], [-0.008, -0.089, -0.045], [0.029, 0.024, 0.050], [-0.022, 0.204, 0.009], [-0.015, 0.011, 0.010], [0.005, -0.002, -0.017], [-0.009, -0.013, 0.016], [0.023, 0.004, 0.008], [-0.015, 0.010, 0.040], [-0.006, -0.008, -0.004], [0.003, -0.027, 0.003], [-0.023, -0.004, 0.029], [-0.006, 0.003, 0.019], [-0.008, 0.028, 0.024], [0.001, 0.004, 0.002], [-0.014, -0.005, 0.004], [0.000, 0.005, -0.019], [-0.041, 0.003, 0.007], [0.005, -0.003, 0.014], [-0.010, -0.013, -0.009], [0.002, 0.059, 0.028], [0.003, -0.041, -0.026], [-0.011, 0.052, 0.027], [0.014, -0.052, -0.013], [-0.018, 0.052, -0.028], [0.010, -0.053, 0.007], [-0.004, 0.056, 0.053], [0.021, -0.038, -0.016], [-0.043, 0.019, -0.024], [0.029, 0.020, 0.057], [-0.022, -0.017, -0.052], [0.004, -0.015, -0.059], [0.015, -0.018, 0.058], [0.009, 0.008, -0.002], [-0.005, -0.023, -0.062], [0.164, -0.051, -0.007], [-0.011, 0.066, -0.049], [0.024, -0.047, 0.047], [0.174, 0.018, -0.044], [-0.021, 0.048, -0.020], [0.015, -0.076, 0.015], [0.018, 0.007, -0.001], [-0.040, 0.013, -0.015], [0.001, 0.001, -0.006], [0.001, 0.001, -0.002], [-0.003, 0.003, -0.003], [-0.003, 0.008, -0.004], [0.004, -0.029, -0.013], [0.009, -0.016, 0.010], [0.001, 0.009, 0.003], [0.004, -0.011, 0.011], [0.000, 0.002, -0.008], [-0.006, 0.007, 0.001], [0.037, -0.013, -0.003], [-0.007, 0.000, -0.014], [-0.003, 0.012, -0.003], [0.004, 0.013, 0.015], [0.006, 0.051, -0.029], [0.078, -0.315, -0.190], [-0.552, 0.367, 0.392], [-0.011, 0.073, -0.004], [-0.081, 0.021, -0.050], [0.063, -0.084, 0.035], [-0.034, -0.008, 0.065], [-0.079, 0.130, -0.037], [0.247, -0.122, 0.206], [0.023, -0.011, -0.043], [0.012, 0.005, 0.032], [0.003, -0.001, -0.008], [0.013, -0.012, -0.006], [-0.030, -0.017, 0.012], [-0.024, -0.001, 0.046], [0.110, 0.154, -0.308], [-0.053, -0.056, 0.065], [-0.028, -0.021, 0.057], [0.219, 0.088, 0.362], [0.001, -0.017, -0.012], [0.005, 0.014, -0.009], [0.002, 0.001, -0.007], [0.005, 0.013, 0.000], [0.005, 0.002, -0.017], [-0.003, -0.014, -0.005], [0.000, -0.006, -0.012], [0.008, 0.002, -0.006], [0.008, 0.006, -0.002]], "mulliken_charge": [0.6468, -0.9068, -0.8511, 0.1750, -0.9127, -1.0450, 0.0564, -0.8325, -0.2697, 0.2399, 0.4130, 0.5266, 0.1517, 0.6543, 0.2338, 0.4036, 0.5170, 0.5812, 0.5246, 0.5339, 0.5856, -0.2471, 0.6498, 0.0797, -0.8521, -0.4483, 0.8979, -0.7670, -0.4732, 0.2587, -0.7702, -0.4658, 0.3514, -0.8053, 0.5483, -0.2776, -0.1053, 0.8877, -0.5424, -1.7447, -1.0640, 0.5167, 0.0440, 0.2041, 0.4219, -0.6756, -1.3367, -0.4032, 0.7083, 0.2429, 0.3554, 0.3520, 0.4416, 0.2419, 0.4361, 0.4206, 0.2283, 0.5080, 0.5277, 0.9099, 0.7158, 0.5129, 0.6203, -2.0078, 1.0647, -0.4593, 0.7984, -0.2619, -0.1998, -0.3143, 0.1812, 0.1949, -0.2990, -0.3653, 0.4488, 0.4589, 0.4241, -1.1373, 0.6022, -1.0554, -1.1119, -0.7805, 0.4500, 0.3554, 0.3280, 0.4980, 0.2491, 0.3348, 0.4649, 0.3132, 0.2966]}